[1]
A 2-piece molecular cluster, C20H30N4O5 overall, computed with the ωB97M-V functional and the def2-TZVPD basis.

M (g/mol): 406.5
Orbital gap (eV): 9.163
Spin multiplicity: 1
ΔE to the lowest compared entry with this formula, charge and spin (eV): 0.275
E_HOMO (eV): -8.66
SMILES string: CNC(=O)[C@H](CC(N)=O)NC(C)=O.COC(=O)CCN1CCc2ccccc2C1

Each line ends with the Mulliken charge.
Cartesian coordinates (Å):
1 C 1.0166 -4.1799 1.8606  -0.79
2 N 1.8449 -2.9761 1.9480  -0.02
3 C 1.5307 -1.7970 2.4974  -0.21
4 O 2.3823 -0.9167 2.5574  -0.72
5 C 0.1094 -1.5273 3.0323  0.35
6 C -0.5228 -0.3290 2.3002  -0.66
7 C -2.0116 -0.1767 2.5481  0.49
8 N -2.5249 1.0288 2.4853  -0.35
9 O -2.7365 -1.1250 2.7908  -0.67
10 N 0.1560 -1.2370 4.4703  -0.09
11 C -0.4288 -1.8946 5.4707  0.68
12 C -1.2735 -3.1226 5.1961  -0.80
13 O -0.2669 -1.5241 6.6226  -0.69
14 H 1.5208 -4.9299 1.2487  0.32
15 H 0.8590 -4.5946 2.8577  0.27
16 H 0.0494 -3.9564 1.4080  0.21
17 H 2.7970 -3.0390 1.6195  0.30
18 H -0.5141 -2.3969 2.8383  0.48
19 H -0.3775 -0.4437 1.2287  -0.24
20 H -0.0099 0.5843 2.6013  0.65
21 H -1.9411 1.8161 2.2756  0.22
22 H -3.5092 1.0998 2.6671  0.27
23 H 0.7415 -0.4672 4.7571  0.27
24 H -1.6247 -3.5241 6.1454  0.32
25 H -0.6740 -3.8714 4.6861  0.17
26 H -2.1326 -2.8444 4.5893  0.23
27 C 4.4465 2.6522 -4.2895  -0.68
28 O 3.3863 2.8421 -3.3436  -0.25
29 C 2.6369 3.9587 -3.5242  0.50
30 O 2.8891 4.8746 -4.3012  -0.59
31 C 1.3499 4.0369 -2.7265  -0.61
32 C 0.2378 3.3170 -3.4876  -0.76
33 N -0.4003 2.2892 -2.6392  0.28
34 C -1.8555 2.1486 -2.8384  -0.97
35 C -2.4601 1.4153 -1.6461  -0.97
36 C -1.7708 0.0972 -1.4187  1.11
37 C -2.4590 -0.9440 -0.7819  -0.73
38 C -1.8368 -2.1749 -0.5630  -0.66
39 C -0.5185 -2.3706 -0.9825  -0.54
40 C 0.1790 -1.3308 -1.6039  -0.91
41 C -0.4349 -0.0887 -1.8258  0.82
42 C 0.3419 1.0051 -2.5326  -1.23
43 H 4.9820 1.7253 -4.0636  0.24
44 H 4.0515 2.5817 -5.3086  0.30
45 H 5.1618 3.4807 -4.2452  0.30
46 H 1.0764 5.0830 -2.5674  0.32
47 H 1.5083 3.5840 -1.7444  0.40
48 H -0.4964 4.0686 -3.7971  0.40
49 H 0.6174 2.8526 -4.4054  0.36
50 H -2.0581 1.5955 -3.7627  0.35
51 H -2.3328 3.1308 -2.9225  0.50
52 H -2.3566 2.0332 -0.7489  0.23
53 H -3.5274 1.2555 -1.8276  0.45
54 H -3.4822 -0.7981 -0.4478  0.35
55 H -2.3814 -2.9722 -0.0652  0.35
56 H -0.0330 -3.3291 -0.8319  0.52
57 H 1.2051 -1.4916 -1.9219  0.42
58 H 1.2849 1.1716 -2.0007  0.34
59 H 0.5897 0.6450 -3.5371  0.35

[2]
C20H30N5RhS2Si2 as an isolated structure, computed with the ωB97M-V functional and the def2-TZVPD basis.

M (g/mol): 563.7
Orbital gap (spin up / spin down) (eV): 4.850 / 5.234
Spin multiplicity: 1
ΔE to the lowest compared entry with this formula, charge and spin (eV): 0.000
E_HOMO (spin up / spin down) (eV): -6.23 / -6.39

Each line ends with the Mulliken charge.
Cartesian coordinates (Å):
1 Rh 0.8392 -0.1052 0.0389  -0.91
2 C 3.3635 0.4016 4.6293  -0.86
3 S 3.8246 -0.9650 3.5652  -0.03
4 C 2.7347 -0.8128 2.2332  0.71
5 S 1.8195 0.6286 1.9670  -0.41
6 N 2.7467 -1.8900 1.4764  -1.68
7 N 1.9340 -1.7594 0.3966  1.43
8 C 1.9829 -2.6229 -0.5557  -0.59
9 C 1.0671 -2.4289 -1.6815  0.56
10 C 0.9139 -3.3502 -2.7039  -0.92
11 C -0.0304 -3.1075 -3.6907  -0.42
12 C -0.8047 -1.9606 -3.6261  -1.07
13 C -0.5920 -1.0788 -2.5771  -0.70
14 N 0.3277 -1.3032 -1.6491  0.96
15 H 4.0950 0.3857 5.4363  0.35
16 H 2.3659 0.2675 5.0412  0.29
17 H 3.4248 1.3561 4.1111  0.32
18 H 2.6628 -3.4669 -0.5059  0.36
19 H 1.5163 -4.2487 -2.7149  0.49
20 H -0.1653 -3.8154 -4.4977  0.42
21 H -1.5568 -1.7429 -4.3705  0.45
22 H -1.1585 -0.1623 -2.4586  0.61
23 C -1.5152 -3.1285 0.5021  -0.84
24 Si -1.4922 -1.6806 1.6940  -0.37
25 C -3.2106 -1.6730 2.4448  -1.39
26 C -0.3086 -2.0744 3.0837  -0.99
27 N -1.0428 -0.2267 0.8375  1.07
28 C -1.7072 0.9815 0.7331  0.63
29 C -2.8694 1.3409 1.4325  -0.78
30 C -3.5513 2.5090 1.1420  -0.79
31 C -3.0664 3.3825 0.1742  -0.99
32 C -1.8825 3.0934 -0.4750  -0.68
33 C -1.1640 1.9232 -0.1785  0.99
34 N 0.0667 1.6168 -0.6804  0.79
35 Si 1.0145 2.4806 -1.8407  -0.17
36 C 0.1390 2.7117 -3.4841  -1.07
37 C 2.5354 1.4359 -2.1712  -0.98
38 C 1.5557 4.1363 -1.1644  -1.09
39 H -1.8133 -4.0269 1.0517  0.46
40 H -0.5478 -3.3366 0.0517  0.22
41 H -2.2364 -2.9674 -0.3033  0.25
42 H -3.3702 -2.6779 2.8485  0.37
43 H -3.9934 -1.4762 1.7105  0.38
44 H -3.3283 -0.9742 3.2730  0.39
45 H -0.7459 -2.8778 3.6859  0.48
46 H -0.1604 -1.2071 3.7303  0.22
47 H 0.6705 -2.4106 2.7487  0.31
48 H -3.2637 0.6846 2.1908  0.28
49 H -4.4656 2.7391 1.6739  0.40
50 H -3.5996 4.2972 -0.0519  0.38
51 H -1.4801 3.7904 -1.2009  0.23
52 H -0.1588 1.7457 -3.9002  0.27
53 H 0.8118 3.1866 -4.2041  0.42
54 H -0.7546 3.3328 -3.4069  0.34
55 H 2.3081 0.5710 -2.8001  0.22
56 H 3.0159 1.0802 -1.2534  0.24
57 H 3.2737 2.0435 -2.7015  0.44
58 H 0.7139 4.8154 -1.0199  0.34
59 H 2.2669 4.6214 -1.8384  0.35
60 H 2.0456 3.9990 -0.1975  0.30

[3]
C20H30NO3Se4SiTcTe2 as an isolated structure, computed with the ωB97M-V functional and the def2-TZVPD basis.

M (g/mol): 1029.6
Orbital gap (spin up / spin down) (eV): 5.853 / 5.584
Spin multiplicity: 2
ΔE to the lowest compared entry with this formula, charge and spin (eV): 0.573
Expectation value of S²: 0.78
E_HOMO (spin up / spin down) (eV): -3.92 / -3.90
Net charge: -1

Each line ends with the Mulliken charge.
Cartesian coordinates (Å):
1 Tc -1.7374 0.4291 -1.2197  0.07
2 Se -0.9755 2.8217 -1.4385  -0.11
3 Te -1.5212 4.0281 0.6253  -0.10
4 Te -4.1671 3.4798 0.5782  -0.24
5 Se -3.8991 1.8715 -1.3032  -0.18
6 C -4.8661 -1.4027 -0.4862  -0.95
7 Se -3.8258 -0.9053 -2.0472  0.39
8 C -3.2441 -2.7592 -2.4318  -1.00
9 C -2.3249 -3.2916 -1.3691  -0.81
10 Se -0.8553 -2.0351 -1.1509  0.24
11 C -0.4777 -2.3810 0.7176  -0.92
12 H -5.6129 -2.1361 -0.7850  0.37
13 H -5.3297 -0.4793 -0.1512  0.32
14 H -4.2207 -1.7920 0.2974  0.20
15 H -2.7836 -2.7264 -3.4177  0.44
16 H -4.1686 -3.3358 -2.4844  0.51
17 H -1.8900 -4.2495 -1.6602  0.46
18 H -2.8430 -3.4130 -0.4184  0.37
19 H 0.0509 -3.3278 0.8074  0.57
20 H -1.4043 -2.3667 1.2844  0.37
21 H 0.1399 -1.5495 1.0459  -0.01
22 C -1.4683 -1.0521 4.6252  -1.02
23 Si -1.8621 0.5936 3.7877  -0.16
24 C -0.5006 1.8264 4.1766  -0.78
25 C -3.5276 1.2166 4.3934  -0.86
26 C -1.9438 0.3500 1.9879  -0.24
27 C -1.9003 0.4228 0.7642  0.98
28 H -1.3942 -0.9624 5.7116  0.33
29 H -0.5164 -1.4394 4.2540  0.27
30 H -2.2444 -1.7870 4.3977  0.28
31 H -0.0637 1.6734 5.1670  0.35
32 H -0.8786 2.8487 4.1262  0.25
33 H 0.2830 1.7329 3.4211  0.14
34 H -3.5055 1.4944 5.4507  0.32
35 H -4.3017 0.4591 4.2518  0.26
36 H -3.8136 2.0941 3.8104  0.17
37 O -0.2920 -0.5723 -5.3492  -0.69
38 C -0.8589 -0.1789 -4.3733  0.63
39 N -1.4498 0.1977 -3.4136  -0.57
40 C 6.7396 0.6363 -2.5726  -1.56
41 C 5.3312 0.6738 -2.0468  0.55
42 C 4.6365 1.8703 -1.9443  -0.97
43 C 3.3459 1.9321 -1.4302  1.08
44 C 2.6734 3.2697 -1.3188  -1.29
45 C 2.7102 0.7486 -1.0290  0.39
46 C 3.4012 -0.4622 -1.1163  1.08
47 C 2.7856 -1.7530 -0.6560  -0.72
48 C 4.6970 -0.4806 -1.6190  -1.06
49 C 1.3107 0.7962 -0.4182  -0.42
50 O 1.1599 1.2912 0.6823  -0.53
51 O 0.3722 0.2616 -1.1675  -0.06
52 H 6.9072 1.4246 -3.3073  0.38
53 H 6.9596 -0.3206 -3.0474  0.38
54 H 7.4671 0.7784 -1.7691  0.27
55 H 5.1102 2.7910 -2.2690  0.31
56 H 3.3412 4.0620 -1.6574  0.33
57 H 2.3766 3.4657 -0.2880  0.26
58 H 1.7652 3.3033 -1.9165  0.11
59 H 1.9032 -1.9911 -1.2462  -0.12
60 H 2.4829 -1.6912 0.3916  0.25
61 H 3.4965 -2.5734 -0.7568  0.38
62 H 5.2213 -1.4295 -1.6794  0.31

[4]
An isolated ion of composition C20H30NO5 and charge +1, computed with the ωB97M-V functional and the def2-TZVPD basis.

M (g/mol): 364.5
Orbital gap (eV): 9.538
Spin multiplicity: 1
ΔE to the lowest compared entry with this formula, charge and spin (eV): 0.000
E_HOMO (eV): -11.73
Net charge: +1
SMILES string: CCOC(=O)[C@H]1CC[N@@H+](C[C@@H](O)COc2ccc(C(=O)CC)cc2)CC1

Each line ends with the Mulliken charge.
Cartesian coordinates (Å):
1 C -2.0590 5.9979 -3.6783  -1.10
2 C -1.8128 6.1682 -2.1881  -0.24
3 O -1.9324 4.9121 -1.4982  -0.34
4 C -0.8708 4.1409 -1.4200  0.22
5 O 0.2228 4.4028 -1.8625  -0.60
6 C -1.1910 2.8497 -0.6646  0.43
7 C -0.3809 2.7749 0.6365  -1.14
8 C 1.1035 2.6132 0.3441  -0.69
9 N 1.3342 1.3842 -0.4497  0.32
10 C 2.7671 1.0614 -0.6123  -0.88
11 C 3.4477 0.5817 0.6823  -0.07
12 O 3.6671 1.6998 1.5093  -0.55
13 C 2.6246 -0.4943 1.4456  -1.01
14 O 1.6487 -1.0518 0.5855  -0.34
15 C 0.9447 -2.1668 1.0108  0.91
16 C 0.1096 -2.7412 0.0558  -0.70
17 C -0.6476 -3.8506 0.3701  -0.86
18 C -0.5920 -4.4001 1.6495  0.36
19 C -1.3779 -5.5972 2.0842  0.62
20 O -1.4212 -5.9053 3.2508  -0.60
21 C -2.0857 -6.3796 1.0027  -0.49
22 C -2.7392 -7.6395 1.5551  -1.36
23 C 0.2392 -3.8053 2.5951  -1.01
24 C 1.0073 -2.6974 2.2899  -0.24
25 C 0.6346 1.4876 -1.7505  -0.72
26 C -0.8663 1.6218 -1.5244  -1.13
27 H -2.0316 6.9705 -4.1595  0.38
28 H -1.2902 5.3683 -4.1204  0.31
29 H -3.0326 5.5466 -3.8517  0.31
30 H -0.8138 6.5752 -2.0062  0.31
31 H -2.5689 6.8094 -1.7334  0.32
32 H -2.2580 2.8679 -0.4342  0.44
33 H -0.5283 3.6813 1.2237  0.46
34 H -0.7433 1.9324 1.2314  0.41
35 H 1.6832 2.5563 1.2651  0.45
36 H 1.4621 3.4612 -0.2437  0.51
37 H 0.9330 0.5700 0.0511  0.03
38 H 3.2918 1.9515 -0.9648  0.37
39 H 2.8557 0.2680 -1.3556  0.50
40 H 4.4067 0.1486 0.3702  0.54
41 H 4.3809 1.5325 2.1336  0.36
42 H 3.2934 -1.2772 1.8180  0.68
43 H 2.1412 -0.0114 2.3078  0.46
44 H 0.0751 -2.3141 -0.9352  0.48
45 H -1.2835 -4.2776 -0.3883  0.35
46 H -1.3615 -6.6339 0.2249  0.40
47 H -2.8444 -5.7316 0.5555  0.37
48 H -1.9885 -8.2920 1.9928  0.33
49 H -3.2551 -8.1775 0.7645  0.40
50 H -3.4542 -7.3820 2.3319  0.32
51 H 0.2718 -4.2324 3.5859  0.45
52 H 1.6376 -2.2663 3.0510  0.43
53 H 0.8463 0.5945 -2.3407  0.42
54 H 1.0127 2.3678 -2.2754  0.52
55 H -1.3628 1.6990 -2.4919  0.48
56 H -1.2494 0.7279 -1.0250  0.43

Which value of spin multiplicity does entry 4 give? 1

Look up the spin multiplicity of the fourth one. 1

Which formula does entry 4 have? C20H30NO5